(1)
ORCA calculation (wB97M-V/def2-TZVPD) on a cluster of 2 separate species, C2H9N3 in total in a non-equilibrium geometry.

The LUMO energy (alpha / beta) is 0.0174 / 0.0174 Ha. The HOMO energy (alpha / beta) is -8.36 / -8.36 eV. The value obtained for the largest force on an atom is 2.8 eV/A. The calculation puts the energy relative to the best compared isomer or geometry (same formula, charge and spin) at 3.395 eV. The value obtained for the total energy is -245.746907 Ha.

The geometry in XYZ format:
```
14
C2H9N3 (wB97M-V/def2-TZVPD)
C 1.00641 1.00363 0.07147
C -0.80131 0.28625 -1.33323
N 0.57255 0.08261 -0.90543
H 0.67501 -0.88267 -0.51014
H 2.08928 0.97999 0.18242
H 0.58766 0.55720 1.15658
H 0.65428 2.01655 -0.11685
H -0.85575 1.20268 -1.92249
H -1.50799 0.38368 -0.49467
H -1.11369 -0.55258 -1.95387
N 0.12956 -1.70460 0.98396
N 0.14955 -0.82532 1.89076
H -0.77130 -0.54619 2.28077
H -0.81426 -2.00121 0.67073
```

Just the natural (NBO) charges please, in e? Sure, here they are: -0.40 -0.42 -0.60 0.38 0.20 0.18 0.20 0.20 0.15 0.20 -0.36 -0.34 0.31 0.30

(2)
ORCA calculation (wB97M-V/def2-TZVPD) on a cluster of 2 separate species, C2H9N3 in total in a non-equilibrium geometry.

The LUMO energy is 0.0431 Ha. The HOMO energy is -9.13 eV. The value obtained for the largest force on an atom is 1.3 eV/A. The calculation puts the energy relative to the best compared isomer or geometry (same formula, charge and spin) at 1.464 eV. The value obtained for the total energy is -245.817884 Ha.

The geometry in XYZ format:
```
14
C2H9N3 (wB97M-V/def2-TZVPD)
C -0.85879 2.37550 -1.28135
N 0.20793 2.26216 -1.94231
H -1.72088 1.73747 -1.43818
H -1.04216 3.26117 -0.66848
H 0.84696 3.00877 -1.68265
N 0.08508 -1.45686 -0.35300
C 0.63780 -0.94503 0.90908
N -0.01746 -1.52490 2.05994
H 0.46395 -1.12690 -1.22939
H 0.09485 -2.47313 -0.29548
H 1.71419 -1.12412 0.95158
H 0.40947 0.12048 0.96118
H -1.01152 -1.59172 1.85708
H 0.19059 -2.52289 2.15197
```

Just the natural (NBO) charges please, in e? Sure, here they are: -0.04 -0.59 0.17 0.14 0.33 -0.88 -0.05 -0.82 0.38 0.35 0.16 0.17 0.35 0.34

(3)
ORCA calculation (wB97M-V/def2-TZVPD) on the ion C2H9N3 with charge +2 in a non-equilibrium geometry.

Its net charge is +2. The LUMO energy is -0.3143 Ha. The HOMO energy is -21.08 eV. The value obtained for the largest force on an atom is 3.2 eV/A. The calculation puts the energy relative to the best compared isomer or geometry (same formula, charge and spin) at 3.599 eV. The value obtained for the total energy is -245.075237 Ha.

The geometry in XYZ format:
```
14
C2H9N3 (wB97M-V/def2-TZVPD)
C 1.12849 0.60082 -0.01922
C -1.07127 0.59132 -0.30719
N 0.12392 0.88283 -0.96146
N 0.69800 -0.97573 0.37377
N -0.69265 -0.80616 0.40885
H 2.07329 0.97966 -0.23710
H 0.92582 1.05580 0.92832
H -1.17795 1.30655 0.54114
H -2.03162 0.51090 -0.81610
H 0.28072 0.66546 -1.92097
H 0.93042 -1.50518 -0.45897
H 1.15226 -1.33969 1.23587
H -1.10567 -0.51161 1.32848
H -1.23377 -1.45496 -0.09541
```

Just the natural (NBO) charges please, in e? Sure, here they are: -0.04 -0.06 -0.55 -0.39 -0.40 0.31 0.22 0.24 0.30 0.45 0.47 0.50 0.49 0.47